No. 1
Formula: C19H24N2O3S2
Source: the OMol25 dataset
Level of theory: wB97M-V/def2-TZVPD

Structure (XYZ):
```
50
Properties=species:S:1:pos:R:3:forces:R:3:nbo_charge:R:1
O 2.3227 1.9219 1.3555 0.083 -1.695 -3.017 -0.64
C 2.0603 1.3965 0.2315 -2.262 2.239 2.132 0.67
N 2.9286 1.1129 -0.7599 -7.400 -3.060 -3.433 -0.58
H 2.4827 0.5055 -1.5739 0.527 1.932 2.214 0.38
C 4.2330 0.9281 -0.7261 2.322 3.004 8.334 -0.23
C 4.7708 -0.3495 -0.3916 0.581 5.233 -5.212 -0.08
C 5.7023 -0.8327 -1.1681 4.692 4.892 -8.621 -0.19
C 6.3157 -1.9510 -1.3274 0.890 -4.408 1.854 -0.19
C 5.8607 -2.7835 -0.2823 0.781 -1.682 1.643 -0.25
C 4.9853 -2.4201 0.6952 -2.254 3.302 -0.208 -0.20
C 4.3476 -0.9085 0.5965 -0.046 -12.277 7.108 -0.14
H 3.5534 -0.6639 1.1729 -2.039 0.947 2.025 0.21
H 4.6383 -3.2048 1.3894 0.281 0.942 -0.052 0.22
H 6.3589 -3.7088 -0.0501 -0.040 -0.694 -0.516 0.21
H 7.0816 -2.3216 -2.0294 -0.653 0.842 0.309 0.23
H 6.0541 -0.0871 -2.0055 -0.841 -0.840 1.428 0.18
H 4.4089 1.5235 0.3919 0.210 -0.870 -2.788 0.21
H 4.6020 1.5893 -1.3427 3.230 2.450 -3.847 0.21
C 0.5417 1.2981 -0.1711 -1.588 -2.368 2.713 -0.29
C -0.1828 2.5826 -0.4298 0.249 -3.782 -10.092 -0.35
C -1.6945 2.4033 -0.9144 2.584 -4.211 7.304 -0.38
C -2.5041 2.0035 0.5742 0.265 -8.418 -10.903 -0.18
C -1.8101 0.6765 0.9024 1.137 -1.789 -3.965 -0.39
C -0.3727 0.7251 1.2972 1.430 -5.872 -7.828 -0.35
H -0.1300 1.5348 1.7075 2.119 5.707 5.168 0.19
H 0.1715 -0.2787 1.3998 -1.142 1.683 0.952 0.22
H -1.9602 -0.3474 0.0453 0.222 3.567 2.276 0.17
H -2.2814 0.3639 1.7076 -2.549 -2.199 3.970 0.20
C -3.9771 1.7750 0.2812 2.674 -1.134 0.273 -0.22
N -4.1865 0.8254 -0.8054 1.598 0.008 1.535 -0.85
S -5.3700 -0.1770 -0.6320 -3.335 -8.139 -0.921 2.25
O -5.9701 -0.6704 -1.9770 2.247 2.915 4.347 -0.89
O -6.2115 0.1472 0.5136 0.550 0.064 -1.531 -0.91
C -4.4109 -1.7550 -0.0177 -7.019 6.641 2.302 -0.68
C -4.3452 -2.1826 1.2745 -3.164 3.634 3.339 -0.27
C -3.3285 -2.9593 1.4216 3.844 -7.409 0.799 -0.23
C -2.7286 -3.4265 0.0302 0.430 -2.664 11.990 -0.65
S -3.3212 -2.4054 -0.8082 1.223 3.880 -14.815 0.89
H -2.0232 -4.1279 0.0194 2.677 -2.374 -0.788 0.26
H -3.2791 -3.5546 2.3963 0.716 0.775 -1.552 0.22
H -4.8369 -1.8132 2.2327 0.056 -0.312 -1.902 0.25
H -4.4385 1.3136 -1.5667 -0.403 2.156 -4.051 0.40
H -4.4999 1.4089 1.0991 -0.911 -0.312 1.763 0.23
H -4.3456 2.6626 -0.0397 -1.574 2.806 -0.617 0.20
H -2.3421 2.6912 1.1570 1.681 7.163 6.411 0.18
H -1.8902 3.3136 -1.1406 -2.210 5.657 -2.475 0.19
H -1.7261 1.5927 -1.5983 -0.400 -0.325 -0.754 0.22
H 0.1473 3.1176 0.2862 1.088 4.982 4.985 0.19
H 0.3901 2.9822 -1.5466 -1.421 -0.471 3.175 0.16
H 0.2098 0.5339 -0.8742 0.860 -0.113 -0.460 0.20
```
Positions in Å, forces in eV/Å.

The energy relative to the best compared isomer or geometry (same formula, charge and spin) comes out at 416.1 kcal per mole. As for the gap between HOMO and LUMO: 0.3437 hartree.

No. 2
Formula: C19H24N2O5S
Source: the OMol25 dataset
Level of theory: wB97M-V/def2-TZVPD

Structure (XYZ):
```
51
Properties=species:S:1:pos:R:3:forces:R:3:nbo_charge:R:1
C -4.9409 -1.4999 -1.5593 -3.515 6.417 -4.348 -0.62
C -3.9254 -0.5122 -1.0061 -2.760 0.221 2.460 0.06
C -2.7129 -0.0751 -1.6354 -9.282 -10.156 -5.068 -0.25
C -1.9470 0.6882 -1.0266 8.235 2.381 -3.223 -0.25
C -2.3176 1.0941 0.0656 -3.728 6.323 13.670 -0.19
C -3.5960 0.8791 0.8832 1.885 -2.141 -4.512 -0.16
C -4.4981 -0.0455 0.3828 15.437 2.878 -6.991 -0.16
H -5.3693 -0.1436 0.5666 -10.961 -1.760 2.852 0.17
H -3.8331 1.4564 1.6804 -0.077 1.834 2.501 0.22
S -1.1350 2.2611 1.0726 -4.485 3.816 -0.263 2.16
O -0.1857 2.9017 0.1996 1.138 -1.578 -0.232 -0.94
O -1.9802 3.4090 1.7166 2.349 -5.095 -0.595 -0.90
N -0.4381 1.1219 2.0932 -6.471 8.108 4.394 -0.82
H -1.0902 1.0688 2.9423 1.752 -0.696 -1.540 0.44
C 0.3852 0.2555 1.5369 -4.781 -9.328 7.692 -0.20
C -0.4327 -0.9621 1.3153 6.913 -2.665 -6.662 0.29
C -0.0525 -1.9853 0.2508 -0.756 5.394 4.290 -0.29
C -1.1929 -2.8088 0.2875 7.086 4.265 -0.561 -0.31
C -1.8901 -2.2510 1.1336 -13.031 -1.960 8.034 0.14
O -1.5528 -1.2059 1.9231 0.026 -0.833 -1.572 -0.40
H -2.9678 -2.7586 1.4718 2.840 1.689 -0.688 0.17
H -1.3917 -3.5076 -0.2809 -2.151 -6.906 -5.133 0.21
H 0.7676 -1.7039 -0.3803 0.289 -0.740 -0.278 0.24
H 0.8147 0.7836 0.9709 5.468 6.072 -10.583 0.22
C 1.4699 0.0467 2.4538 2.617 -7.549 7.211 -0.47
C 2.7235 -0.7590 1.9620 -0.496 -2.894 -1.101 0.68
O 2.9041 -2.1468 2.0431 -0.584 9.037 -0.640 -0.63
N 3.4119 0.2647 1.2264 3.970 -14.146 2.252 -0.61
H 2.9598 1.0156 1.3008 -3.525 8.026 -0.355 0.39
C 4.3604 -0.3574 0.3335 0.498 5.056 -3.841 -0.23
H 5.3158 0.2467 0.3991 -0.380 -1.609 0.239 0.21
H 4.3743 -1.4292 0.2266 0.050 -0.208 1.336 0.27
C 3.8956 0.0885 -1.1331 -0.760 -5.607 0.897 0.08
C 3.7298 1.4430 -1.4417 1.218 8.418 1.459 -0.48
H 4.4582 1.8089 -2.1557 0.388 0.076 0.081 0.24
C 2.3654 1.9587 -1.9133 7.672 -15.049 3.843 -0.39
H 1.6838 2.1481 -1.3506 -6.802 2.875 8.723 0.20
C 1.9316 0.3438 -2.0582 -4.071 7.519 -13.274 0.05
H 2.2731 0.1211 -3.3196 -0.515 0.237 2.476 0.02
O 2.4596 -0.3688 -1.2799 7.784 -7.058 8.965 -0.52
H 0.9436 0.0469 -2.1052 -2.797 0.392 -0.216 0.17
H 2.1416 2.4970 -2.5685 -1.627 7.682 -11.360 0.19
H 3.8279 2.1086 -0.4854 0.811 -1.175 -1.320 0.21
H 4.5245 -0.5407 -1.8424 -0.864 0.968 0.429 0.20
H 1.7019 0.8371 3.1416 0.469 0.933 -0.397 0.25
H 1.2155 -0.8890 3.4089 -0.163 2.817 -2.633 0.22
H -0.9824 0.8924 -1.4098 0.936 0.606 -0.332 0.24
H -2.4795 -0.7546 -2.5201 -0.075 1.573 0.803 0.22
H -4.6319 -2.4170 -1.5033 1.354 -5.571 0.990 0.20
H -6.1428 -1.3166 -1.2386 3.676 -0.619 -0.583 0.22
H -4.9526 -1.3488 -2.7744 -0.201 -0.270 2.706 0.21
```
Positions in Å, forces in eV/Å.

The energy relative to the best compared isomer or geometry (same formula, charge and spin) comes out at 571.1 kcal per mole. As for the gap between HOMO and LUMO: 0.3173 hartree.